1.
{"formula": "C47H49N5O6PtSTe", "method": "ωB97M-V with the def2-TZVPD basis set", "elements": ["Pt", "C", "C", "C", "C", "C", "C", "C", "S", "O", "O", "N", "C", "C", "O", "O", "H", "H", "H", "H", "H", "H", "H", "H", "H", "C", "C", "C", "C", "C", "C", "Te", "N", "C", "O", "C", "C", "C", "C", "C", "C", "C", "C", "C", "C", "C", "C", "C", "C", "C", "C", "C", "C", "H", "H", "H", "H", "H", "H", "H", "H", "H", "H", "H", "H", "H", "H", "H", "H", "H", "H", "H", "H", "H", "H", "H", "H", "H", "H", "H", "C", "C", "C", "C", "C", "N", "C", "O", "N", "C", "C", "C", "C", "N", "C", "C", "C", "H", "H", "H", "H", "H", "H", "H", "H", "H", "H", "H", "H", "H"], "coordinates": [[-0.26, -0.10, -0.86], [3.94, 0.86, -6.27], [3.36, 0.16, -5.08], [4.18, -0.28, -4.03], [3.64, -0.93, -2.94], [2.27, -1.14, -2.88], [1.43, -0.72, -3.90], [1.99, -0.08, -4.99], [1.62, -1.93, -1.46], [0.17, -2.12, -1.70], [2.43, -3.02, -1.08], [1.57, -0.72, -0.33], [1.91, -1.06, 0.96], [0.43, -1.89, 2.06], [0.97, -2.06, 3.09], [-0.54, -1.92, 1.35], [5.03, 0.83, -6.26], [3.62, 1.90, -6.30], [3.60, 0.39, -7.20], [5.24, -0.12, -4.09], [4.29, -1.29, -2.14], [0.37, -0.92, -3.86], [1.34, 0.24, -5.81], [2.05, -0.20, 1.61], [2.64, -1.85, 1.06], [7.92, 5.55, -1.85], [6.61, 4.93, -1.47], [5.77, 4.38, -2.43], [4.55, 3.81, -2.09], [3.71, 3.22, -3.19], [4.15, 3.82, -0.75], [2.26, 3.18, -0.07], [0.34, 1.61, -0.05], [-0.62, 1.90, 0.81], [-1.63, 1.16, 0.64], [-0.55, 2.93, 1.86], [-1.58, 3.87, 1.94], [-1.53, 4.86, 2.91], [-0.47, 4.89, 3.81], [0.53, 3.94, 3.75], [0.50, 2.97, 2.77], [1.05, 4.60, -1.05], [0.38, 4.32, -2.24], [0.52, 3.05, -3.03], [-0.44, 5.32, -2.78], [-0.59, 6.56, -2.18], [-1.47, 7.61, -2.78], [0.10, 6.80, -1.00], [0.92, 5.84, -0.41], [1.62, 6.19, 0.87], [5.00, 4.32, 0.25], [4.74, 4.35, 1.74], [6.21, 4.89, -0.15], [8.13, 5.42, -2.91], [8.74, 5.11, -1.29], [7.92, 6.62, -1.64], [6.07, 4.38, -3.47], [4.34, 2.92, -4.02], [2.99, 3.95, -3.56], [3.16, 2.34, -2.85], [-2.40, 3.83, 1.24], [-2.32, 5.59, 2.97], [-0.44, 5.66, 4.58], [1.34, 3.96, 4.47], [1.28, 2.21, 2.73], [0.64, 2.16, -2.41], [1.36, 3.09, -3.72], [-0.37, 2.91, -3.65], [-0.96, 5.11, -3.70], [-1.89, 7.29, -3.73], [-0.91, 8.53, -2.96], [-2.29, 7.86, -2.11], [-0.01, 7.76, -0.51], [1.27, 7.15, 1.25], [2.70, 6.27, 0.73], [1.45, 5.45, 1.65], [3.83, 3.86, 2.07], [4.69, 5.38, 2.10], [5.57, 3.86, 2.26], [6.86, 5.29, 0.62], [-4.88, 1.79, 3.40], [-4.68, 0.52, 2.61], [-3.70, -0.40, 2.97], [-3.51, -1.57, 2.24], [-4.31, -1.84, 1.14], [-4.08, -3.07, 0.46], [-4.58, -3.51, -0.73], [-4.77, -4.68, -0.99], [-4.85, -2.52, -1.69], [-4.05, -1.43, -2.02], [-4.49, -0.54, -3.00], [-3.72, 0.56, -3.33], [-2.51, 0.76, -2.68], [-2.09, -0.12, -1.77], [-2.83, -1.18, -1.42], [-5.30, -0.94, 0.78], [-5.47, 0.23, 1.51], [-4.38, 1.73, 4.37], [-5.93, 1.97, 3.58], [-4.47, 2.65, 2.87], [-3.07, -0.21, 3.82], [-2.73, -2.26, 2.53], [-3.73, -3.83, 1.02], [-5.43, -2.89, -2.43], [-5.44, -0.71, -3.50], [-4.05, 1.27, -4.07], [-1.87, 1.60, -2.87], [-2.41, -1.83, -0.66], [-5.97, -1.15, -0.05], [-6.26, 0.91, 1.22]], "mol_weight_g_mol": 1134.68, "spin_multiplicity": 2, "homo_lumo_gap_ev": [4.80, 4.81], "total_charge": 1, "lumo_ha": [-0.1975, -0.1976]}



2.
{"formula": "C47H50ClF3InN6O5", "method": "ωB97M-V with the def2-TZVPD basis set", "elements": ["In", "C", "O", "C", "C", "C", "C", "C", "C", "C", "N", "C", "C", "N", "C", "C", "C", "C", "N", "C", "C", "N", "C", "C", "C", "C", "H", "H", "H", "H", "H", "H", "H", "H", "H", "H", "H", "H", "H", "H", "C", "C", "C", "C", "C", "C", "C", "C", "C", "C", "C", "C", "N", "C", "C", "N", "C", "C", "C", "C", "C", "C", "C", "C", "C", "C", "C", "C", "H", "H", "H", "H", "H", "H", "H", "H", "H", "H", "H", "H", "H", "H", "H", "H", "H", "H", "H", "H", "H", "H", "H", "H", "H", "H", "H", "H", "H", "H", "H", "H", "H", "H", "H", "H", "O", "Cl", "O", "O", "O", "F", "C", "F", "F"], "coordinates": [[0.76, -0.61, -0.01], [-4.66, -13.03, -3.07], [-5.22, -11.75, -3.49], [-4.37, -10.68, -3.43], [-3.17, -10.64, -2.71], [-2.35, -9.48, -2.73], [-2.92, -8.27, -3.19], [-4.09, -8.34, -3.98], [-4.86, -9.47, -4.07], [-2.33, -7.00, -2.85], [-1.07, -6.82, -2.40], [-0.95, -5.53, -1.99], [-2.12, -4.81, -2.14], [-3.03, -5.77, -2.69], [-2.23, -3.42, -1.88], [-3.32, -2.61, -2.27], [-3.40, -1.29, -1.88], [-2.27, -0.76, -1.26], [-1.08, -1.45, -0.99], [-1.10, -2.77, -1.37], [0.16, -3.49, -1.14], [1.24, -2.79, -0.80], [2.43, -3.42, -0.63], [2.53, -4.78, -0.84], [1.50, -5.52, -1.41], [0.24, -4.86, -1.52], [-5.47, -13.76, -2.79], [-4.09, -12.88, -2.16], [-4.07, -13.45, -3.87], [-2.82, -11.59, -2.22], [-1.38, -9.50, -2.16], [-4.43, -7.36, -4.40], [-5.88, -9.42, -4.37], [-4.02, -5.58, -2.85], [-4.10, -2.99, -2.92], [-4.32, -0.64, -1.93], [-2.29, 0.31, -1.00], [3.31, -2.81, -0.34], [3.50, -5.31, -0.64], [1.56, -6.54, -1.62], [4.92, 5.00, 1.65], [3.90, 6.15, 1.86], [4.67, 7.57, 1.90], [3.17, 6.03, 3.16], [3.21, 7.06, 4.12], [2.68, 6.93, 5.40], [2.05, 5.77, 5.84], [1.84, 4.74, 4.89], [1.23, 3.43, 5.34], [2.22, 2.29, 5.68], [0.36, 3.57, 6.64], [2.30, 4.91, 3.51], [1.69, 4.33, 2.45], [1.45, 3.20, 1.97], [0.47, 3.19, 0.86], [0.33, 2.26, -0.01], [-0.54, 2.53, -1.16], [0.10, 2.52, -2.48], [-0.65, 2.75, -3.60], [-1.99, 3.08, -3.47], [-2.63, 3.13, -2.24], [-1.87, 2.90, -1.07], [-2.59, 3.03, 0.28], [-3.97, 2.28, 0.26], [-2.95, 4.53, 0.50], [1.55, 2.23, -2.63], [2.43, 3.51, -2.75], [1.94, 1.28, -3.82], [5.43, 5.13, 0.70], [4.47, 4.02, 1.64], [5.72, 5.02, 2.39], [3.19, 6.16, 0.99], [5.18, 7.60, 2.86], [4.06, 8.48, 1.83], [5.38, 7.51, 1.05], [3.57, 8.03, 3.87], [2.80, 7.73, 6.09], [1.43, 5.80, 6.76], [0.57, 3.07, 4.51], [2.81, 2.55, 6.53], [2.87, 1.99, 4.80], [1.70, 1.35, 5.99], [0.97, 3.78, 7.54], [-0.19, 2.62, 6.76], [-0.36, 4.44, 6.56], [1.96, 2.24, 2.19], [0.00, 4.18, 0.71], [-0.15, 2.64, -4.54], [-2.56, 3.44, -4.34], [-3.68, 3.34, -2.13], [-2.03, 2.65, 1.11], [-4.70, 2.84, -0.32], [-4.33, 2.30, 1.25], [-3.98, 1.20, -0.02], [-3.59, 4.86, -0.32], [-2.03, 5.12, 0.59], [-3.45, 4.56, 1.44], [1.90, 1.77, -1.73], [2.08, 3.96, -3.70], [3.48, 3.26, -2.69], [2.13, 4.16, -1.91], [1.91, 1.91, -4.77], [1.19, 0.47, -3.86], [2.95, 0.82, -3.63], [3.49, 0.43, -1.20], [4.00, 0.42, 0.17], [5.14, -0.45, 0.42], [2.84, -0.16, 1.08], [4.27, 1.76, 0.60], [-0.97, -1.72, 2.17], [-0.22, -0.50, 2.05], [0.70, -0.56, 3.10], [-1.10, 0.46, 2.36]], "mol_weight_g_mol": 986.22, "homo_lumo_gap_ev": [5.12, 4.44], "total_charge": -1, "lumo_ha": [0.0709, 0.0710]}



3.
{"formula": "C47H52Br2CaF3IN2O8P3", "method": "ωB97M-V with the def2-TZVPD basis set", "elements": ["Ca", "Br", "C", "C", "C", "N", "C", "C", "C", "C", "C", "Br", "C", "C", "N", "H", "H", "H", "H", "H", "H", "C", "C", "C", "O", "P", "O", "C", "P", "O", "O", "C", "C", "C", "O", "C", "C", "C", "O", "C", "C", "C", "H", "H", "H", "H", "H", "H", "H", "H", "H", "H", "H", "H", "H", "H", "H", "H", "H", "H", "H", "H", "H", "H", "H", "H", "H", "H", "H", "H", "H", "H", "I", "C", "C", "C", "C", "C", "C", "C", "C", "C", "P", "C", "C", "C", "C", "C", "C", "C", "C", "C", "C", "C", "C", "C", "H", "H", "H", "H", "H", "H", "H", "H", "H", "H", "H", "H", "H", "H", "H", "H", "F", "C", "F", "F", "C", "O", "O"], "coordinates": [[0.63, -0.05, -0.11], [-1.52, 1.39, 6.68], [-0.96, 1.08, 4.91], [0.25, 0.46, 4.66], [0.60, 0.23, 3.33], [-0.16, 0.59, 2.31], [-1.30, 1.23, 2.56], [-1.75, 1.49, 3.85], [-2.03, 1.69, 1.36], [-2.81, 2.85, 1.38], [-3.43, 3.23, 0.20], [-4.46, 4.80, 0.15], [-3.26, 2.46, -0.95], [-2.45, 1.34, -0.86], [-1.84, 0.97, 0.26], [0.91, 0.14, 5.45], [1.52, -0.27, 3.08], [-2.70, 1.98, 4.03], [-2.91, 3.45, 2.27], [-3.73, 2.73, -1.88], [-2.26, 0.72, -1.72], [0.92, 1.48, -6.78], [1.74, 1.39, -5.52], [2.64, 2.60, -5.34], [0.77, 1.30, -4.43], [0.88, 0.41, -3.14], [-0.38, 0.41, -2.36], [2.22, 1.06, -2.09], [1.69, 2.53, -1.13], [0.58, 2.09, -0.24], [2.89, 3.05, -0.30], [4.06, 3.86, -0.61], [4.69, 3.43, -1.91], [3.66, 5.31, -0.55], [1.29, 3.62, -2.18], [-0.11, 3.92, -2.48], [-0.11, 4.63, -3.82], [-0.67, 4.75, -1.34], [1.42, -1.02, -3.52], [0.68, -2.08, -4.20], [-0.45, -2.56, -3.34], [0.25, -1.64, -5.58], [1.57, 1.61, -7.64], [0.25, 2.33, -6.73], [0.32, 0.58, -6.94], [2.33, 0.47, -5.50], [2.08, 3.53, -5.48], [3.43, 2.57, -6.10], [3.12, 2.63, -4.37], [3.13, 1.25, -2.66], [2.51, 0.28, -1.37], [4.73, 3.60, 0.22], [4.02, 3.63, -2.75], [4.95, 2.38, -1.88], [5.60, 4.00, -2.07], [2.97, 5.57, -1.36], [4.55, 5.92, -0.67], [3.20, 5.55, 0.40], [-0.63, 2.96, -2.55], [0.43, 5.58, -3.75], [-1.14, 4.85, -4.11], [0.34, 4.02, -4.59], [-0.14, 5.70, -1.27], [-0.60, 4.22, -0.39], [-1.72, 4.96, -1.53], [1.46, -2.86, -4.28], [-1.23, -1.81, -3.24], [-0.11, -2.83, -2.34], [-0.88, -3.45, -3.79], [-0.48, -0.83, -5.53], [-0.23, -2.48, -6.08], [1.09, -1.33, -6.19], [-1.85, -1.88, 0.40], [-1.94, -3.97, 0.09], [-3.25, -4.37, -0.09], [-3.61, -5.73, -0.20], [-2.64, -6.67, -0.10], [-1.28, -6.30, 0.07], [-0.35, -7.35, 0.20], [0.97, -7.09, 0.38], [1.40, -5.76, 0.38], [0.54, -4.70, 0.22], [1.43, -3.09, 0.15], [2.69, -3.41, -1.14], [3.79, -2.55, -1.24], [4.69, -2.67, -2.28], [4.51, -3.64, -3.25], [3.42, -4.48, -3.18], [2.51, -4.37, -2.14], [2.32, -3.19, 1.74], [3.68, -3.46, 1.87], [4.25, -3.58, 3.13], [3.46, -3.44, 4.26], [2.11, -3.18, 4.14], [1.54, -3.05, 2.88], [-0.87, -4.93, 0.12], [-4.03, -3.64, -0.11], [-4.64, -6.00, -0.33], [-2.88, -7.72, -0.14], [-0.72, -8.36, 0.17], [1.69, -7.89, 0.51], [2.46, -5.57, 0.49], [3.95, -1.79, -0.49], [5.54, -2.00, -2.31], [5.22, -3.73, -4.06], [3.27, -5.24, -3.93], [1.67, -5.04, -2.10], [4.30, -3.58, 1.00], [5.30, -3.78, 3.22], [3.91, -3.54, 5.24], [1.49, -3.08, 5.01], [0.47, -2.86, 2.79], [4.69, 1.44, 2.74], [4.43, 0.18, 2.33], [3.69, -0.39, 3.30], [5.59, -0.47, 2.28], [3.75, 0.22, 0.93], [4.43, 0.62, 0.01], [2.56, -0.20, 0.86]], "mol_weight_g_mol": 1249.64, "homo_lumo_gap_ev": 7.94, "total_charge": 1, "lumo_ha": -0.0874}



4.
{"formula": "C47H52Cl6F3N8NiO2", "method": "ωB97M-V with the def2-TZVPD basis set", "elements": ["Ni", "C", "O", "O", "C", "F", "F", "F", "C", "C", "H", "H", "H", "H", "H", "H", "N", "C", "C", "C", "C", "C", "H", "H", "H", "H", "H", "N", "C", "C", "C", "C", "C", "H", "H", "H", "H", "H", "N", "C", "C", "C", "C", "C", "H", "H", "H", "H", "H", "N", "C", "C", "C", "C", "C", "H", "H", "H", "H", "H", "N", "C", "C", "C", "C", "C", "H", "H", "H", "H", "H", "N", "C", "C", "C", "C", "C", "H", "H", "H", "H", "H", "N", "C", "C", "C", "C", "C", "H", "H", "H", "H", "H", "N", "C", "C", "C", "C", "C", "H", "H", "H", "H", "H", "C", "Cl", "Cl", "H", "H", "C", "Cl", "Cl", "H", "H", "C", "Cl", "Cl", "H", "H"], "coordinates": [[0.30, 0.24, 3.12], [0.36, -1.13, 0.58], [-0.16, 0.19, 0.68], [0.79, -1.45, 1.88], [-0.52, -2.08, -0.29], [-1.76, -2.20, 0.24], [-0.62, -1.69, -1.55], [0.01, -3.33, -0.23], [-0.41, 0.94, -0.55], [-0.56, 2.39, -0.08], [-1.47, 2.52, 0.51], [0.21, 2.81, 0.56], [-0.55, 3.05, -0.94], [-1.29, 0.61, -1.09], [0.43, 0.90, -1.25], [1.29, -1.09, 0.01], [-4.70, -4.21, -3.05], [-4.65, -4.53, -4.39], [-3.47, -4.79, -5.04], [-2.30, -4.68, -4.32], [-2.31, -4.34, -2.97], [-3.53, -4.12, -2.35], [-5.53, -4.69, -5.00], [-3.48, -4.91, -6.11], [-1.36, -4.85, -4.83], [-1.36, -4.24, -2.46], [-3.60, -3.75, -1.33], [0.94, -0.37, 5.02], [1.14, -1.68, 5.35], [1.46, -2.11, 6.68], [1.62, -1.16, 7.67], [1.53, 0.19, 7.35], [1.21, 0.54, 6.03], [1.07, -2.43, 4.58], [1.64, -3.16, 6.87], [1.75, -1.41, 8.71], [1.67, 0.99, 8.05], [1.32, 1.57, 5.72], [-1.77, -0.38, 3.41], [-2.37, -1.34, 4.23], [-3.73, -1.67, 4.23], [-4.58, -0.94, 3.42], [-4.09, 0.06, 2.61], [-2.72, 0.27, 2.67], [-1.68, -1.91, 4.82], [-4.12, -2.48, 4.83], [-5.65, -1.09, 3.45], [-4.74, 0.61, 1.95], [-2.37, 1.08, 2.05], [2.56, -5.20, -3.59], [1.69, -4.21, -3.78], [1.89, -2.93, -3.32], [2.98, -2.74, -2.45], [3.93, -3.76, -2.27], [3.71, -5.03, -2.88], [0.87, -4.45, -4.43], [1.25, -2.09, -3.56], [3.21, -1.76, -2.04], [4.85, -3.52, -1.75], [4.43, -5.83, -2.91], [2.30, 0.90, 2.86], [3.38, 0.04, 2.94], [4.72, 0.37, 2.74], [5.08, 1.66, 2.38], [4.04, 2.58, 2.27], [2.70, 2.19, 2.59], [3.21, -1.00, 3.18], [5.48, -0.40, 2.68], [6.04, 2.02, 2.06], [4.11, 3.56, 1.82], [1.90, 2.91, 2.51], [-4.07, 0.73, -2.44], [-4.28, -0.22, -1.50], [-5.56, -0.36, -0.96], [-6.66, 0.46, -1.34], [-6.38, 1.45, -2.24], [-5.10, 1.53, -2.79], [-3.45, -0.82, -1.15], [-5.71, -1.02, -0.11], [-7.67, 0.39, -0.97], [-7.11, 2.10, -2.70], [-4.88, 2.31, -3.51], [2.28, 4.56, -1.80], [2.29, 4.65, -0.44], [1.32, 5.35, 0.24], [0.27, 5.91, -0.46], [0.30, 5.95, -1.85], [1.31, 5.23, -2.44], [3.12, 4.12, 0.01], [1.39, 5.35, 1.31], [-0.51, 6.42, 0.07], [-0.54, 6.36, -2.40], [1.44, 5.07, -3.51], [5.74, 0.27, -2.44], [5.11, 0.30, -1.17], [3.87, 0.93, -1.04], [3.23, 1.44, -2.20], [3.81, 1.31, -3.45], [5.08, 0.76, -3.53], [5.54, -0.21, -0.32], [3.34, 0.88, -0.10], [2.25, 1.88, -2.12], [3.27, 1.56, -4.35], [5.48, 0.70, -4.53], [-1.04, 3.39, -4.72], [-2.10, 4.27, -3.58], [-0.09, 2.24, -3.70], [-1.61, 2.77, -5.42], [-0.37, 4.10, -5.19], [3.09, -4.14, 1.49], [4.02, -5.63, 1.76], [4.19, -2.81, 1.01], [2.51, -4.40, 0.61], [2.43, -3.93, 2.33], [-4.15, 4.11, 1.51], [-3.62, 5.01, 0.02], [-5.74, 3.36, 1.43], [-3.43, 3.38, 1.87], [-4.26, 4.89, 2.26]], "mol_weight_g_mol": 1089.39, "spin_multiplicity": 3, "homo_lumo_gap_ev": [7.93, 7.13], "total_charge": 1, "lumo_ha": [-0.1054, -0.1347]}